Computed, not measured: a cluster of 2 separate species, C6H5BrNO in total at a distorted geometry, with ωB97M-V/def2-TZVPD.

```
14
Properties=species:S:1:pos:R:3:forces:R:3
Br 2.567032 -1.624899 2.514834 -0.08 -0.66 0.56
O 3.424089 -0.170456 0.019921 -0.90 0.43 1.78
N 2.662231 0.076829 0.899085 -0.72 -0.15 -3.67
C -1.370943 0.914427 0.517352 -1.11 -0.83 0.17
C 0.777703 -0.134893 0.137000 0.31 0.49 2.03
C -1.076100 -0.434924 -1.368717 0.24 0.07 -1.30
C -1.883218 0.433472 -0.729392 0.98 0.70 2.74
C -0.179898 0.458385 1.004221 2.35 0.50 -0.24
C 0.279683 -0.585144 -1.042307 -0.23 0.10 -0.20
H 0.243933 0.723703 1.980694 -0.65 0.04 -0.10
H -2.847586 0.753202 -1.011835 -0.98 -0.07 -0.56
H 0.834715 -0.924046 -1.874812 1.17 -0.88 -0.40
H -1.415626 -0.915160 -2.261493 -0.18 -0.18 -0.65
H -2.016015 1.429503 1.215449 -0.19 0.42 -0.17
```
Positions in Å, forces in eV/Å.

The calculation puts the HOMO-LUMO gap at 0.27412 hartree. The calculation puts the energy above the lowest of the compared OMol25 structures with the same formula, charge and spin at 22.4 kcal/mol. As for the charge: -1. The value obtained for the molar mass is 187.02 g mol⁻¹. As for the LUMO energy: 3.7 eV. The value obtained for the HOMO energy is -3.8 eV. The value obtained for the calculated total energy is -79880.798 eV.